Run A
A 2-piece molecular cluster, C6H12N2O2 overall. Source: the OMol25 dataset; level of theory: wB97M-V/def2-TZVPD.

Positions of all 22 atoms, in Å:
O 1.7180 -1.0999 -0.8367
O 1.1791 0.5361 1.4476
C 1.2382 -2.1240 0.0274
C 0.6282 -0.6642 2.0158
C 0.1349 -1.6480 0.9651
H 1.9207 -0.3336 -0.2604
H 0.4397 1.0379 1.0454
H 0.8559 -2.9250 -0.6341
H 2.0666 -2.5489 0.6264
H -0.1792 -0.4118 2.7299
H 1.4602 -1.1116 2.5929
H -0.6767 -1.1887 0.3686
H -0.2894 -2.5241 1.4923
N -0.4973 1.3155 -0.0737
C -0.3221 0.7795 -1.2712
C -1.4594 2.2812 -0.2491
C -1.8691 2.3290 -1.5640
N -1.1312 1.3625 -2.2008
H 0.3702 -0.0250 -1.5193
H -1.8094 2.8944 0.5813
H -2.5983 2.9460 -2.0892
H -1.1796 1.1226 -3.1941

- lowest unoccupied orbital energy (Eh) = 0.0265
- total charge = 0
- SMILES = c1c[nH]cn1.OCCCO
- orbital gap (eV) = 9.91
- 2S+1 = 1
- HOMO (eV) = -9.2
- M (g mol⁻¹) = 144.17



Run B
One molecule with the formula C6H12N2O2. Source: the OMol25 dataset; level of theory: wB97M-V/def2-TZVPD.

Positions of all 22 atoms, in Å:
C 0.1930 0.9680 0.5812
C -1.0673 1.3356 -0.2137
C -2.0607 0.0972 -0.0717
C -1.4180 -1.2635 -0.4949
C -0.1473 -1.5797 0.3011
C 0.7922 -0.4361 0.2100
H 2.1561 1.3049 -0.9429
H 1.9958 1.8873 1.1441
H -0.1490 0.9486 1.6385
H -1.5171 2.2301 0.2549
H -0.8088 1.5281 -1.2412
H -2.4283 0.0464 0.9319
H -2.9673 0.3290 -0.6239
H -1.2538 -1.1558 -1.5455
H -2.1268 -2.0687 -0.3376
H 0.3465 -2.4522 -0.1235
H -0.3882 -1.7663 1.3729
H 3.4544 -1.7384 -0.3936
N 1.1812 2.0476 0.5178
N 2.0640 -0.5592 0.0032
O 1.6673 2.1562 -0.8088
O 2.4823 -1.8591 -0.1583

- lowest unoccupied orbital energy (Eh) = 0.0273
- total charge = 0
- SMILES = O/N=C1\CCCC[C@@H]1NO
- orbital gap (eV) = 9.82
- 2S+1 = 1
- HOMO (eV) = -9.1
- M (g mol⁻¹) = 144.17



Relative energies, in kJ/mol, with the most stable structure set to zero: run A 0.0; run B 236.8.